[1]
Molecular formula: C41H48IN7O6PbSSi
Method: DFT, wB97M-V/def2-TZVPD

```
106
Properties=species:S:1:pos:R:3:forces:R:3
Pb -0.009 0.071 -0.033 1.8217 1.5696 -0.5484
N -1.645 -1.000 -2.423 0.0444 0.1770 0.2149
N -1.659 -2.361 -2.669 0.0275 -0.1213 -0.1987
C -0.658 -3.133 -2.216 -0.5441 -0.1499 -0.0886
N -0.676 -4.419 -2.607 0.0764 0.1667 0.0923
S 0.584 -2.577 -1.242 0.3015 0.4420 0.5547
H -2.580 -0.638 -2.296 -0.0178 -0.0365 0.0176
H -1.143 -0.466 -3.127 -0.0068 -0.1019 -0.1190
H -2.287 -2.738 -3.366 0.0297 0.0619 -0.0362
H -1.403 -4.805 -3.185 0.0182 0.0472 -0.0503
H 0.036 -5.034 -2.255 0.0279 -0.0208 0.0073
C -1.666 -3.393 1.386 -0.1288 0.0746 -0.1611
C -2.853 -2.617 0.804 0.1888 0.0681 0.2171
C -3.362 -1.598 1.793 -0.1006 0.1776 -0.2754
C -4.048 -2.048 2.910 -0.0180 0.0282 0.0524
C -4.509 -1.169 3.875 0.0152 0.0070 -0.0236
C -4.275 0.186 3.722 -0.0374 -0.0293 0.0310
C -3.618 0.686 2.605 0.2368 0.0985 -0.1714
C -3.392 2.179 2.530 -0.1995 -0.0161 -0.0458
C -4.664 2.965 2.192 0.1660 -0.0105 0.0316
C -3.171 -0.214 1.617 -0.4600 -0.2847 0.7433
N -2.506 0.273 0.480 0.9255 -0.2607 -0.1906
C -3.052 1.155 -0.294 0.0947 -0.0850 -0.1710
C -2.347 1.800 -1.324 -0.1123 0.1236 -0.0332
C -2.798 2.705 -2.303 0.0652 -0.1291 0.1244
C -1.693 3.013 -3.086 -0.0209 -0.1414 0.0772
C -0.613 2.295 -2.551 0.4410 -0.0156 -0.3623
N -1.005 1.575 -1.501 0.0315 -0.3304 0.7566
H -1.296 -4.132 0.676 0.0165 -0.0543 0.0093
H -1.950 -3.901 2.308 0.0172 -0.0072 0.0100
H -0.866 -2.695 1.621 0.0802 -0.0897 0.1215
H -3.658 -3.313 0.552 -0.0023 0.0828 -0.0765
H -2.537 -2.102 -0.102 -0.0603 -0.0971 -0.1507
H -4.223 -3.112 3.024 0.0082 -0.0134 -0.0102
H -5.049 -1.534 4.738 0.0372 -0.0163 0.0266
H -4.606 0.880 4.485 -0.0232 0.0193 -0.0058
H -2.610 2.418 1.809 0.0992 0.0614 0.1265
H -3.050 2.518 3.510 0.0961 -0.0142 -0.0517
H -4.975 2.802 1.160 -0.0806 0.0054 -0.0130
H -4.485 4.031 2.325 -0.0542 0.0282 -0.0361
H -5.485 2.667 2.843 -0.0331 0.0199 -0.0009
H -4.111 1.392 -0.185 0.0619 -0.0386 0.1230
H -3.804 3.076 -2.415 -0.0414 -0.0152 0.0413
H -1.661 3.677 -3.933 0.0637 0.0204 -0.0071
H 0.409 2.255 -2.896 0.0408 0.0484 0.0857
O 5.787 -0.608 4.394 0.5844 0.1859 0.4579
C 5.512 -1.376 3.492 -2.0960 0.3525 -0.8793
O 5.980 -2.339 2.903 0.7358 -0.5156 0.0816
C 3.999 -1.033 2.839 2.0181 -0.4240 0.8653
C 3.243 -2.083 2.359 -1.0174 0.3395 -0.1719
C 2.030 -1.786 1.746 0.3459 -1.0700 0.4733
N 1.638 -0.529 1.621 -0.2358 -0.3339 -0.8281
C 2.337 0.452 2.114 0.2182 1.7998 0.0903
C 3.568 0.266 2.757 -1.1321 -0.2882 -0.4042
C 1.744 1.928 2.012 1.7693 -1.6123 0.8949
O 2.337 2.797 2.616 -0.4512 0.0582 -0.2313
O 0.695 1.935 1.340 -2.4075 0.4886 -1.6518
H 3.600 -3.100 2.430 0.0333 -0.0130 0.0128
H 1.379 -2.558 1.352 0.0709 0.0115 -0.0287
H 4.099 1.117 3.157 0.0057 -0.0279 0.0481
N 0.014 -1.158 5.096 -0.1532 -0.0594 -0.0741
C -0.375 -0.359 4.086 0.0721 -0.0241 0.4206
O -0.602 -0.787 2.965 -0.2753 0.0519 -0.1559
C -0.588 1.106 4.405 0.0290 0.0281 0.0492
I 0.709 1.941 5.886 -0.1121 -0.0445 -0.1133
H 0.113 -2.144 4.927 0.0178 0.0049 -0.0508
H 0.172 -0.802 6.024 0.1244 0.0603 -0.0415
H -1.605 1.221 4.778 0.0320 0.0198 0.0194
H -0.469 1.688 3.496 0.0129 -0.0085 -0.0087
C 3.332 3.329 -2.374 0.2347 0.2196 0.1473
C 4.141 2.170 -1.801 -0.9870 -1.2964 -0.6360
C 4.126 2.216 -0.282 0.1271 0.1757 -0.0318
C 5.570 2.130 -2.319 0.0115 0.2268 0.0919
Si 3.134 0.527 -2.255 2.6569 0.8083 -0.2985
O 1.796 0.550 -1.422 -2.6617 -0.4855 1.5360
C 2.847 0.353 -4.126 -0.2972 -0.0445 0.3217
C 1.938 -0.638 -4.510 0.0060 0.1371 -0.0580
C 1.646 -0.876 -5.844 -0.1083 -0.0847 0.0052
C 2.259 -0.122 -6.835 0.0570 0.0052 -0.0278
C 3.186 0.845 -6.479 -0.0165 -0.0425 -0.0377
C 3.474 1.075 -5.139 0.0521 0.0696 0.0052
C 4.288 -0.923 -1.841 -0.8416 0.1168 -0.1947
C 5.383 -1.286 -2.623 0.0312 -0.1266 0.0577
C 6.077 -2.458 -2.361 0.0802 0.0970 -0.0728
C 5.671 -3.297 -1.332 -0.0113 -0.0461 0.0428
C 4.580 -2.952 -0.552 -0.0892 -0.0533 0.0779
C 3.901 -1.770 -0.806 0.2345 -0.0538 -0.2204
H 3.774 4.288 -2.079 -0.0433 0.0565 -0.0216
H 2.313 3.299 -1.986 -0.0520 0.0845 0.0125
H 3.288 3.302 -3.464 -0.0167 0.0437 -0.0404
H 4.600 3.136 0.079 0.0034 -0.0122 0.0661
H 4.663 1.366 0.146 0.0057 -0.0087 0.0533
H 3.100 2.203 0.075 0.0296 0.0652 0.0377
H 6.090 3.052 -2.032 0.0453 0.0009 -0.0214
H 5.624 2.048 -3.405 0.0572 -0.0048 -0.0269
H 6.118 1.294 -1.883 0.0384 0.0008 -0.0213
H 1.464 -1.231 -3.734 -0.0530 -0.0797 -0.0218
H 0.946 -1.657 -6.117 -0.0261 -0.0022 -0.0192
H 2.025 -0.293 -7.877 0.0120 -0.0306 -0.0083
H 3.692 1.419 -7.245 -0.0210 0.0215 -0.0062
H 4.205 1.834 -4.895 -0.0277 0.0182 0.0123
H 5.689 -0.664 -3.457 0.0037 0.0189 -0.0117
H 6.935 -2.720 -2.966 0.0102 -0.0372 -0.0141
H 6.205 -4.219 -1.140 0.0261 0.0078 0.0228
H 4.254 -3.607 0.248 0.1059 0.0252 0.0087
H 3.043 -1.491 -0.212 0.1431 -0.0190 -0.1186
```
Forces are in eV/Å.

For the total energy, the calculation gives -3604.105963 a.u. The lowest unoccupied orbital energy (spin up / spin down) is -3.9543 / -3.9538 eV. The value obtained for the HOMO energy (spin up / spin down) is -7.249 / -7.250 eV.

Results of the Löwdin charge analysis, in e, for atoms 1 through 4:
1. Pb 1.512
2. N 0.021
3. N -0.064
4. C -0.809

***

[2]
Molecular formula: C41H48N3
Method: DFT, wB97M-V/def2-TZVPD

```
92
Properties=species:S:1:pos:R:3:forces:R:3
C 2.575 -3.579 3.823 0.2261 -0.0511 0.2106
C 1.462 -3.543 2.818 -0.3742 0.0486 -0.2026
C 0.164 -3.250 3.245 0.3140 -0.0640 -0.2429
C -0.903 -3.169 2.354 0.5817 0.0209 -0.4370
C -2.234 -2.782 2.919 -0.4963 0.1863 0.3504
C -0.653 -3.409 0.988 0.1907 -0.0766 0.2108
N -1.730 -3.376 0.066 -0.9594 -0.3132 -0.9865
C -1.789 -2.664 -1.083 -0.3037 1.2174 1.0870
N -3.042 -2.795 -1.593 1.0521 -0.8191 0.9236
C -3.569 -2.020 -2.650 -0.3203 0.6924 -0.5837
C -2.753 -1.716 -3.762 -0.7932 -0.0518 -0.0576
C -1.352 -2.214 -3.838 0.9365 0.0895 -0.2617
C -3.291 -0.962 -4.811 -0.1688 0.0653 0.4311
C -4.596 -0.462 -4.767 0.1270 -0.3711 0.2711
C -5.157 0.377 -5.878 -0.1654 0.1503 -0.2136
C -5.371 -0.750 -3.643 0.3825 0.1129 -0.4619
C -4.877 -1.489 -2.571 0.5907 -0.0469 -0.2775
C -5.761 -1.580 -1.369 -0.5807 0.1498 0.2585
C -3.808 -3.839 -0.893 -0.8873 0.0059 -0.3225
C -2.882 -4.296 0.197 0.4791 -0.4881 0.4512
C 0.635 -3.742 0.535 -0.2673 -0.1187 0.4850
C 0.869 -4.110 -0.894 0.4690 -0.0847 -0.5138
C 1.680 -3.799 1.459 -0.2132 0.1910 0.2660
H 3.518 -3.879 3.353 -0.1222 0.0091 0.1370
H 2.719 -2.592 4.288 -0.0113 -0.2326 -0.1111
H 2.351 -4.288 4.633 0.1155 0.1747 -0.2105
H -0.026 -3.076 4.307 0.0751 -0.0143 -0.2238
H -3.036 -2.721 2.184 0.2074 0.1310 0.1333
H -2.532 -3.496 3.700 -0.0185 0.1233 -0.2240
H -2.173 -1.802 3.414 0.0261 -0.1848 -0.1269
H -0.822 -1.676 -4.632 -0.0735 -0.1473 0.0158
H -0.819 -2.054 -2.883 -0.3130 -0.1120 -0.7091
H -1.307 -3.286 -4.085 -0.0469 0.1847 0.1670
H -2.667 -0.750 -5.680 -0.0757 -0.0224 0.1952
H -6.143 0.757 -5.591 0.1526 -0.0126 -0.1319
H -4.513 1.238 -6.100 -0.1077 -0.1924 0.0410
H -5.278 -0.196 -6.807 0.0625 0.0896 0.1929
H -6.389 -0.359 -3.592 0.2512 -0.0471 0.0561
H -6.499 -0.768 -1.407 0.1764 -0.1797 -0.0018
H -6.339 -2.512 -1.352 0.1403 0.0846 0.1487
H -5.218 -1.461 -0.429 0.0046 -0.1071 -0.0735
H -4.724 -3.435 -0.474 0.0070 -0.1291 -0.0470
H -4.083 -4.659 -1.563 0.0474 0.1715 -0.0871
H -2.564 -5.334 0.043 0.0740 0.1474 0.1335
H -3.342 -4.218 1.178 -0.0030 -0.2278 0.0001
H 1.934 -4.330 -1.030 -0.1889 0.0141 -0.0729
H 0.313 -5.011 -1.198 0.0209 0.2961 0.1710
H 0.588 -3.302 -1.579 0.0467 -0.2211 0.1898
H 2.678 -4.076 1.112 -0.2253 0.0859 0.0911
C 3.233 6.318 0.509 0.2493 0.0560 0.2552
C 1.889 5.968 -0.133 -0.3332 -0.0745 0.2584
C 0.928 7.156 0.021 0.0262 0.1538 -0.0787
C 2.075 5.683 -1.622 -0.1767 -0.1146 -0.3150
C 1.317 4.742 0.567 -0.6717 0.3682 -0.4223
N 0.202 4.821 1.322 0.7902 0.1047 -0.3326
C -0.103 3.592 1.903 -0.0589 -0.8883 -0.1376
C 0.871 2.673 1.491 -0.3172 -0.0355 0.5965
C 0.735 1.328 1.830 -0.3814 -0.1352 0.1792
C -0.365 0.928 2.602 0.2459 0.4052 -0.2382
C -1.324 1.875 3.017 0.3057 0.2634 -0.1569
C -1.205 3.227 2.657 -0.1270 -0.3731 0.2662
C 1.799 3.393 0.626 0.3002 -0.5892 -0.0922
C 2.882 2.795 -0.023 0.1752 1.3986 0.7154
C 3.702 1.756 0.504 0.5983 -0.9114 0.0922
C 3.805 1.434 1.891 -0.1581 -0.1804 -0.2101
C 4.517 0.317 2.305 -0.2428 0.5239 -0.0159
C 5.171 -0.503 1.376 -0.0813 0.1207 -0.1951
C 5.837 -1.765 1.821 0.2435 -0.2646 -0.0595
C 5.192 -0.122 0.027 0.0708 -0.0191 0.0223
C 4.510 1.003 -0.396 -0.5505 0.2609 0.0173
H 3.928 5.470 0.463 -0.0873 0.1990 -0.0057
H 3.688 7.174 -0.008 -0.1498 -0.2283 0.1184
H 3.089 6.589 1.563 0.1270 -0.0460 -0.1774
H -0.057 6.939 -0.412 0.1557 0.0549 0.0556
H 0.810 7.459 1.068 0.0243 -0.0324 -0.1487
H 1.340 8.018 -0.521 -0.1134 -0.2118 0.1664
H 1.127 5.349 -2.062 0.2241 0.0477 -0.0312
H 2.388 6.601 -2.138 -0.0338 -0.2862 0.1695
H 2.833 4.915 -1.796 -0.1045 0.2146 -0.0958
H -0.371 5.650 1.445 0.4123 -0.1542 -0.0856
H 1.480 0.617 1.477 -0.3514 -0.0412 0.2061
H -0.466 -0.125 2.877 -0.0097 0.4052 -0.1239
H -2.166 1.542 3.623 0.1926 0.1750 -0.1792
H -1.928 3.987 2.948 -0.0250 -0.3252 0.0241
H 3.219 3.242 -0.955 0.0271 -0.1378 0.0611
H 3.310 2.063 2.634 0.0832 -0.2090 -0.2759
H 4.566 0.064 3.366 -0.0275 0.1264 -0.3165
H 6.357 -2.232 0.979 -0.0896 -0.0250 0.1899
H 6.574 -1.587 2.614 -0.1987 0.0494 -0.1171
H 5.097 -2.476 2.214 0.1495 0.2007 -0.0997
H 5.748 -0.732 -0.688 -0.1726 0.2465 0.1951
H 4.523 1.307 -1.447 0.0199 -0.2187 0.2852
```
Forces are in eV/Å.

For the total energy, the calculation gives -1755.147217 a.u. The lowest unoccupied orbital energy is -4.7328 eV. The value obtained for the HOMO energy is -9.279 eV. The net charge is +1.

Results of the Löwdin charge analysis, in e, for atoms 1 through 4:
1. C -0.059
2. C -0.272
3. C -0.023
4. C -0.201